Formula: C30H22F10KN7S
Source: the OMol25 dataset
Level of theory: the ωB97M-V functional and the def2-TZVPD basis

Positions of all 71 atoms, in Å:
C1 -1.19 2.86 -2.35
C2 -3.18 -6.07 1.98
H1 3.71 -3.41 -0.64
C3 -3.30 -4.82 1.34
C4 0.28 -5.18 -0.44
H2 3.72 -1.35 0.22
H3 -2.87 -2.72 1.54
C5 0.35 -3.81 -0.69
H4 1.39 -6.96 -0.06
N1 0.46 2.31 -0.77
C6 -2.14 -3.83 3.22
C7 1.65 -0.82 2.44
F1 -1.45 6.76 -1.18
N2 0.31 -0.31 2.26
C8 2.68 -5.27 -0.34
C9 -2.54 0.63 5.23
C10 -1.37 5.47 -1.58
K1 -0.64 0.00 -0.21
S1 -3.17 -1.32 -1.57
H5 3.50 2.32 0.64
C11 -2.06 3.70 -2.99
C12 -0.50 -0.06 3.27
H6 -0.70 -5.65 -0.37
C13 -2.55 -6.18 3.20
F2 -3.83 1.54 3.48
C14 -3.12 -2.89 -0.93
C15 1.35 2.55 0.34
C16 -2.17 5.04 -2.62
N3 -0.81 -2.98 -0.89
C17 2.67 1.82 0.11
H7 3.68 -0.09 2.25
H8 4.69 0.12 0.03
H9 3.53 -0.36 -1.24
H10 3.59 -5.84 -0.20
C18 -1.74 0.59 2.96
C19 -2.02 -5.07 3.84
F3 -1.98 0.93 1.67
F4 -3.06 5.87 -3.23
H11 -3.57 -6.96 1.48
H12 -2.47 -7.16 3.66
C20 3.69 -0.33 -0.16
C21 -0.32 3.24 -1.27
N4 -4.18 -3.56 -0.57
C22 1.58 -3.17 -0.76
F5 -1.13 1.58 -2.78
F6 -2.82 3.24 -4.00
C23 -2.78 -3.69 1.99
H13 1.61 -2.10 -0.94
N5 -1.86 -3.61 -0.73
C24 2.75 -3.91 -0.59
H14 2.89 1.87 -0.96
H15 1.92 -1.08 3.47
F7 -3.50 0.94 6.14
H16 -1.51 -5.16 4.79
F8 0.25 5.21 0.06
F9 -1.17 -0.32 6.89
C25 -0.48 4.63 -0.94
H17 1.78 -1.74 1.85
F10 0.69 -0.97 5.19
H18 -1.74 -2.94 3.69
N6 -3.94 -4.75 0.13
H19 -4.62 -5.46 -0.08
C26 -0.40 -0.33 4.67
N7 2.63 0.41 0.49
C27 1.44 -5.90 -0.27
C28 -1.37 0.00 5.59
C29 2.66 0.21 1.94
C30 -2.71 0.92 3.88
H20 0.93 2.14 1.27
H21 1.57 3.60 0.55
H22 2.45 1.16 2.44

## Properties
LUMO level	4.0351	eV
electronic energy	-3536.4140	a.u.
Kohn-Sham gap	5.65	eV
charge	-2
maximum force	0.0145	Eh/bohr
multiplicity	1

Formula: C33H66O11
Source: the OMol25 dataset
Level of theory: the ωB97M-V functional and the def2-TZVPD basis

Positions of all 110 atoms, in Å:
H1 1.95 1.26 -3.96
H2 -0.51 4.98 -1.40
H3 0.95 -5.12 -2.67
H4 0.24 -3.55 -2.31
H5 -4.64 -8.55 0.63
H6 -3.24 -3.53 -1.92
H7 3.82 5.46 1.68
C1 -1.49 -1.63 -0.40
C2 -1.92 5.46 0.43
C3 0.61 -4.34 -1.85
C4 -0.02 0.59 -0.01
O1 -3.07 5.04 0.75
H8 -2.87 -3.58 -4.70
C5 3.04 4.92 2.32
H9 0.40 1.87 -3.05
H10 -1.99 -5.89 0.97
H11 2.62 -4.98 0.53
C6 -3.33 -2.03 -3.24
H12 3.83 4.49 -4.05
O2 -0.29 -4.26 1.79
C7 0.87 -2.42 2.65
C8 4.92 -0.72 2.37
H13 2.34 5.56 2.56
C9 3.21 3.66 -4.38
C10 2.88 3.15 0.42
H14 1.59 -2.67 3.59
H15 2.78 3.70 -5.35
C11 -1.52 -3.02 3.44
C12 4.26 -0.55 1.01
C13 2.67 3.57 1.81
H16 3.58 3.92 -0.17
H17 -2.17 -1.49 0.47
C14 -1.24 1.28 3.84
H18 -2.18 7.29 1.25
C15 -2.39 -2.67 -4.11
H19 -4.85 -3.55 -2.88
H20 0.79 0.18 0.83
C16 -3.59 -7.90 0.59
H21 0.39 -1.32 2.81
H22 2.09 3.08 -0.13
H23 4.31 -1.56 0.29
H24 3.65 2.70 -4.65
C17 -4.10 -2.96 -2.28
O3 -4.92 -6.25 -0.42
H25 -0.65 -2.35 -0.07
H26 -2.52 2.86 3.25
H27 0.64 0.95 4.19
C18 -0.80 -0.26 -0.95
C19 -0.39 -3.33 2.56
H28 -2.88 2.84 -3.83
O4 2.35 2.70 2.63
H29 -2.82 -8.57 0.09
C20 -1.35 6.76 0.87
C21 1.86 3.44 -3.56
H30 -3.35 -7.99 1.67
C22 -2.97 -5.49 0.51
C23 -2.39 3.62 -3.31
H31 -0.63 3.77 -0.17
H32 -0.59 1.44 0.46
H33 -3.40 -4.92 1.37
C24 -1.49 2.75 3.85
H34 0.36 2.08 -4.75
H35 5.29 0.18 4.23
H36 -0.91 1.05 -2.76
H37 -1.66 1.70 -1.43
H38 1.44 -2.31 1.73
H39 -1.62 3.24 4.87
H40 -2.04 -1.79 -4.96
O5 1.92 -2.54 -0.79
H41 -1.56 -2.70 -3.67
H42 -0.15 -4.72 -1.22
H43 4.63 0.36 0.62
H44 -0.12 1.74 -1.63
H45 3.93 -4.31 -0.61
O6 5.12 -1.83 2.85
H46 -2.11 -2.18 -1.08
H47 -4.74 -2.32 -1.59
H48 -2.50 -3.09 2.81
H49 3.42 2.18 0.58
C25 -1.03 3.14 -2.86
H50 -0.27 -0.32 5.06
H51 4.75 1.34 3.09
H52 -0.06 1.56 5.83
C26 -0.97 1.95 -2.08
H53 -2.51 -4.82 -0.24
H54 -1.06 7.39 0.11
H55 6.40 0.77 2.82
H56 -0.77 3.17 3.34
O7 -3.53 -0.82 -3.26
C27 5.39 0.45 3.16
H57 -1.48 -2.01 3.61
O8 -1.76 0.50 2.92
H58 3.62 4.71 3.27
O9 1.54 4.29 -2.74
H59 -2.27 4.56 -3.83
H60 3.11 -5.46 -1.11
O10 -0.02 3.88 -3.11
H61 -2.86 4.26 -2.30
H62 -1.69 -3.48 4.32
C28 1.83 -3.75 -1.05
H63 -0.69 6.62 1.63
C29 -1.16 4.51 -0.53
H64 0.69 1.11 -0.58
O11 -1.09 0.08 -2.07
C30 -3.93 -6.55 0.18
H65 -1.95 4.33 -1.18
C31 1.11 2.21 -3.84
C32 -0.14 0.80 4.84
H66 3.14 -0.33 1.24
C33 2.93 -4.69 -0.54

## Properties
LUMO level	0.3819	eV
electronic energy	-2123.7114	a.u.
Kohn-Sham gap	6.38	eV
maximum force	0.3205	Eh/bohr
multiplicity	1

Formula: C8H9N4S5SbW
Source: the OMol25 dataset
Level of theory: the ωB97M-V functional and the def2-TZVPD basis

Positions of all 28 atoms, in Å:
H1 -4.45 -0.17 2.42
N1 1.19 0.03 -0.55
H2 0.63 -2.63 2.44
H3 -0.98 -2.94 1.74
S1 0.59 3.13 -0.54
H4 4.23 -0.42 -1.87
H5 -4.93 1.25 1.54
S2 -2.40 4.29 -2.79
H6 2.23 1.06 -1.99
C1 3.35 -1.67 -0.34
S3 1.35 3.62 -4.20
H7 4.20 -2.34 -0.26
C2 -3.04 0.59 1.17
H8 2.20 -2.70 1.14
N2 -1.00 -0.25 0.80
C3 -0.30 -2.17 2.13
C4 2.27 0.22 -1.31
C5 2.24 -1.87 0.45
W1 -0.61 1.22 -0.66
C6 3.37 -0.61 -1.23
C7 -0.08 -1.12 1.09
Sb1 -0.43 3.28 -2.91
S4 -2.78 1.91 0.03
C8 1.16 -1.00 0.33
H9 -0.80 -1.73 2.99
S5 -0.78 0.77 -2.90
N3 -2.19 -0.36 1.48
N4 -4.23 0.58 1.79

## Properties
⟨S²⟩	2.02
LUMO level (spin up / spin down)	-1.6958 / -1.9022	eV
electronic energy	-2827.6336	a.u.
Kohn-Sham gap (spin up / spin down)	5.68 / 6.30	eV
maximum force	0.0101	Eh/bohr
multiplicity	3

Formula: ClHNOPS
Source: the OMol25 dataset
Level of theory: the ωB97M-V functional and the def2-TZVPD basis

Positions of all 6 atoms, in Å:
O1 -0.18 -0.79 -1.04
P1 0.63 -0.08 -0.05
Cl1 -2.92 -0.18 -0.37
N1 2.01 -0.55 0.48
S1 -2.17 1.59 -0.15
H1 2.64 0.01 1.14

## Properties
LUMO level (spin up / spin down)	-3.7636 / -3.7638	eV
electronic energy	-1330.2135	a.u.
Kohn-Sham gap (spin up / spin down)	5.17 / 5.20	eV
maximum force	0.0465	Eh/bohr
multiplicity	1

- What is the multiplicity in the third record?
  3

- The highest electronic energy belongs to which entry?
  ClHNOPS

- Look up the multiplicity of the fourth one.
  1

- Look up the electronic energy of the first one.
  -3536.4140 a.u.